1.
This record from OMol25 describes a cluster of 9 separate species, C44H77BrClN10O4PS in total in a non-equilibrium geometry. The level of theory is the ωB97M-V functional and the def2-TZVPD basis.

Gap between HOMO and LUMO = 0.296 Ha
Largest force on an atom = 0.27610 Eh/bohr
HOMO = -8.11 eV

Each line ends with the Löwdin charge.
CARTESIAN COORDINATES (ANGSTROEM)
O 1.449 -3.984 3.473  -0.05
C 2.144 -3.929 2.331  -0.39
O 3.246 -4.901 2.022  -0.20
N 1.942 -2.848 1.249  -0.06
C 3.154 -1.957 1.328  -0.13
C 2.939 -0.405 0.867  -0.47
P 4.027 0.659 2.084  0.68
O 3.880 2.317 1.573  -0.40
Cl 3.165 0.434 4.051  0.13
O 1.575 0.121 1.005  -0.25
C 0.601 -0.831 0.412  -0.55
Br 0.953 -1.290 -1.502  0.72
C 0.605 -2.157 1.372  -0.26
C -0.551 -3.268 1.049  -0.16
C -1.971 -2.682 0.489  -0.25
C -3.018 -2.159 1.636  -0.54
S -2.278 -1.887 3.333  0.73
H 1.991 -3.379 0.330  0.17
H 3.660 -2.046 2.404  0.14
H 3.961 -2.423 0.582  0.17
H 3.386 -0.250 -0.227  0.13
H 2.891 2.506 1.503  0.04
H -0.454 -0.276 0.480  0.15
H 0.494 -1.762 2.492  0.16
H -0.720 -3.965 2.001  0.13
H -0.109 -3.985 0.209  0.13
H -1.888 -1.841 -0.321  0.09
H -2.514 -3.596 -0.055  0.13
H -3.937 -2.916 1.667  0.05
H -3.486 -1.122 1.272  0.07
H -2.685 -0.595 3.730  -0.04
C 2.170 -3.005 -4.932  -0.12
C 2.334 -4.427 -5.459  -0.27
C 1.016 -5.039 -5.939  -0.19
C 0.028 -5.100 -4.785  -0.17
N -0.791 -5.151 -3.828  0.11
H 1.516 -2.972 -4.056  0.03
H 3.140 -2.599 -4.628  0.08
H 1.751 -2.347 -5.702  0.07
H 2.767 -5.051 -4.668  0.12
H 3.048 -4.419 -6.290  0.11
H 1.188 -6.051 -6.319  0.11
H 0.586 -4.440 -6.750  0.11
C -8.066 -1.410 3.234  -0.13
C -6.919 -0.406 3.282  -0.26
C -6.674 0.283 1.937  -0.18
C -6.317 -0.756 0.886  -0.14
N -6.020 -1.617 0.014  0.13
H -7.858 -2.229 2.539  0.05
H -8.223 -1.855 4.222  0.04
H -8.999 -0.924 2.927  0.08
H -6.008 -0.924 3.605  0.11
H -7.142 0.354 4.038  0.11
H -5.853 1.001 2.027  0.11
H -7.568 0.828 1.616  0.11
C -8.284 0.043 -4.684  -0.12
C -7.011 -0.029 -3.848  -0.29
C -7.284 -0.336 -2.374  -0.22
C -8.153 0.758 -1.774  -0.17
N -8.873 1.665 -1.276  0.09
H -8.942 0.852 -4.351  0.07
H -8.039 0.235 -5.734  0.07
H -8.842 -0.899 -4.632  0.08
H -6.475 0.924 -3.936  0.10
H -6.357 -0.805 -4.260  0.10
H -6.341 -0.390 -1.820  0.06
H -7.794 -1.299 -2.270  0.11
C -0.286 1.408 -6.170  -0.11
C -0.519 0.527 -4.947  -0.29
C -1.546 -0.580 -5.198  -0.19
C -2.885 0.037 -5.565  -0.15
N -3.997 0.549 -5.870  0.11
H -1.197 1.939 -6.465  0.07
H 0.474 2.165 -5.954  0.07
H 0.058 0.813 -7.024  0.08
H -0.848 1.158 -4.113  0.11
H 0.433 0.071 -4.651  0.09
H -1.666 -1.191 -4.298  0.11
H -1.215 -1.234 -6.011  0.11
C 1.444 -1.956 7.036  -0.11
C 0.431 -1.315 7.979  -0.27
C -0.967 -1.924 7.855  -0.17
C -1.488 -1.730 6.440  -0.03
N -1.920 -1.568 5.267  -0.21
H 1.171 -1.807 5.987  0.06
H 2.433 -1.510 7.181  0.07
H 1.526 -3.033 7.222  0.08
H 0.387 -0.238 7.774  0.11
H 0.782 -1.432 9.011  0.11
H -1.651 -1.441 8.560  0.11
H -0.942 -2.995 8.086  0.12
C 8.168 3.357 -0.218  -0.11
C 8.021 3.494 1.294  -0.27
C 8.632 2.319 2.061  -0.19
C 7.939 1.028 1.659  -0.17
N 7.363 -0.044 1.326  0.09
H 7.641 2.476 -0.597  0.07
H 7.743 4.231 -0.722  0.06
H 9.223 3.278 -0.503  0.08
H 6.955 3.584 1.540  0.11
H 8.505 4.422 1.616  0.11
H 8.513 2.471 3.139  0.11
H 9.703 2.236 1.846  0.12
C 3.192 6.458 -0.626  -0.12
C 3.193 5.289 -1.605  -0.28
C 1.789 4.760 -1.903  -0.19
C 1.143 4.266 -0.618  -0.15
N 0.608 3.857 0.448  0.11
H 2.794 6.167 0.352  0.07
H 4.212 6.821 -0.465  0.06
H 2.590 7.290 -1.009  0.08
H 3.815 4.484 -1.194  0.11
H 3.661 5.611 -2.542  0.10
H 1.843 3.933 -2.619  0.11
H 1.166 5.548 -2.340  0.12
C -6.784 -5.699 1.314  -0.11
C -5.511 -5.771 2.151  -0.27
C -5.784 -6.078 3.624  -0.19
C -6.653 -4.984 4.224  -0.13
N -7.373 -4.077 4.722  0.12
H -7.442 -4.890 1.647  0.06
H -6.539 -5.507 0.264  0.07
H -7.342 -6.641 1.366  0.08
H -4.975 -4.818 2.062  0.09
H -4.857 -6.547 1.738  0.11
H -4.841 -6.132 4.178  0.11
H -6.294 -7.041 3.728  0.12
C 8.293 9.139 -0.758  -0.11
C 8.396 7.698 -1.248  -0.28
C 7.900 7.521 -2.684  -0.19
C 6.436 7.921 -2.775  -0.15
N 5.222 8.252 -2.850  0.12
H 7.255 9.485 -0.736  0.07
H 8.684 9.223 0.261  0.07
H 8.869 9.814 -1.401  0.08
H 7.820 7.052 -0.573  0.10
H 9.441 7.376 -1.187  0.11
H 8.007 6.476 -2.992  0.11
H 8.486 8.140 -3.372  0.12


2.
This record from OMol25 describes a structure of composition C15H22Cl4MoN4OS2. The level of theory is the ωB97M-V functional and the def2-TZVPD basis.

Charge = +4
Gap between HOMO and LUMO (alpha / beta) = 0.174 / 0.174 Ha
Largest force on an atom = 0.01780 Eh/bohr
HOMO (alpha / beta) = -19.54 / -19.54 eV

Each line ends with the Löwdin charge.
CARTESIAN COORDINATES (ANGSTROEM)
Mo -0.100 0.946 0.671  1.16
Cl 0.158 1.936 3.106  0.60
C -0.863 0.775 4.022  -0.80
Cl -1.409 -0.484 2.891  0.65
H -1.720 1.309 4.418  0.07
H -0.257 0.333 4.806  0.07
S -1.761 2.363 0.217  0.73
C -3.083 3.542 -0.046  -0.62
N -2.836 4.697 -0.697  0.14
C -3.841 5.582 -0.883  0.07
C -5.099 5.281 -0.407  0.08
C -5.263 4.069 0.250  0.04
N -4.232 3.213 0.423  0.13
H -1.907 4.930 -1.038  0.19
H -3.598 6.499 -1.407  0.17
H -5.920 5.972 -0.542  0.16
H -6.218 3.758 0.657  0.16
O 1.411 0.038 1.121  -0.78
S 2.823 -0.433 1.848  1.21
C 2.373 -1.920 2.813  -0.25
C 3.130 -3.101 2.185  -0.18
C 4.280 -2.529 1.354  -0.18
C 3.713 -1.346 0.564  -0.28
H 1.286 -2.011 2.787  0.09
H 2.691 -1.695 3.833  0.12
H 2.457 -3.684 1.559  0.09
H 3.501 -3.747 2.979  0.15
H 4.679 -3.259 0.648  0.15
H 5.114 -2.212 1.985  0.14
H 2.967 -1.662 -0.170  0.06
H 4.460 -0.690 0.119  0.12
Cl 0.789 -3.227 -0.783  0.51
C 0.799 -4.882 -1.533  -0.94
Cl 0.565 -6.111 -0.321  0.60
H 1.762 -5.014 -2.011  0.04
H -0.012 -4.916 -2.251  0.04
N 1.776 1.099 -2.011  0.19
C 0.668 0.356 -2.232  -0.34
C 0.383 -0.115 -3.524  0.03
C -0.747 -0.852 -3.744  0.03
C -1.601 -1.173 -2.667  -0.02
C -1.272 -0.725 -1.435  -0.18
N -0.164 0.066 -1.197  -0.15
H 2.357 1.371 -2.791  0.14
H 2.027 1.489 -1.120  0.09
H 1.068 0.119 -4.328  0.14
H -0.981 -1.197 -4.744  0.15
H -2.486 -1.777 -2.809  0.14
H -1.865 -0.981 -0.565  0.11


3.
This record from OMol25 describes a structure of composition C40H30ClIOPPdS. The level of theory is the ωB97M-V functional and the def2-TZVPD basis.

Charge = +1
Gap between HOMO and LUMO = 0.285 Ha
Largest force on an atom = 0.01548 Eh/bohr
HOMO = -10.28 eV

Each line ends with the Löwdin charge.
CARTESIAN COORDINATES (ANGSTROEM)
Pd -0.759 -0.201 -0.168  0.46
Cl -2.488 1.652 0.038  0.74
C -3.877 0.810 -0.646  -0.59
C -4.949 1.588 -1.039  -0.09
C -6.063 0.967 -1.582  -0.05
C -6.091 -0.412 -1.725  -0.05
C -5.008 -1.173 -1.320  -0.07
C -3.873 -0.578 -0.767  -0.34
P -2.508 -1.605 -0.100  0.98
C -2.448 -3.092 -1.116  -0.36
C -2.548 -2.987 -2.503  -0.12
C -2.346 -4.101 -3.300  -0.06
C -2.030 -5.322 -2.720  -0.06
C -1.916 -5.428 -1.342  -0.06
C -2.118 -4.317 -0.539  -0.09
C -3.129 -2.072 1.534  -0.35
C -4.120 -3.041 1.689  -0.08
C -4.638 -3.306 2.945  -0.06
C -4.180 -2.599 4.050  -0.06
C -3.208 -1.622 3.899  -0.06
C -2.683 -1.358 2.643  -0.11
H -4.909 2.662 -0.926  0.11
H -6.907 1.566 -1.895  0.12
H -6.959 -0.896 -2.152  0.12
H -5.036 -2.248 -1.441  0.11
H -2.794 -2.037 -2.962  0.09
H -2.428 -4.014 -4.375  0.11
H -1.865 -6.190 -3.344  0.11
H -1.669 -6.378 -0.888  0.11
H -2.010 -4.404 0.535  0.11
H -4.487 -3.591 0.831  0.11
H -5.402 -4.063 3.063  0.11
H -4.587 -2.810 5.030  0.11
H -2.856 -1.066 4.757  0.11
H -1.931 -0.584 2.517  0.08
I 0.199 -0.304 -2.978  1.04
C 1.862 -1.096 -1.991  -0.63
C 3.023 -1.153 -2.708  -0.15
C 4.171 -1.758 -2.160  -0.06
C 4.109 -2.334 -0.928  -0.03
C 2.915 -2.300 -0.167  -0.17
C 2.865 -2.942 1.096  -0.05
C 1.726 -2.916 1.841  -0.08
C 0.597 -2.206 1.377  -0.11
C 0.617 -1.543 0.178  -0.25
C 1.763 -1.631 -0.672  -0.24
H 3.061 -0.749 -3.710  0.09
H 5.086 -1.779 -2.735  0.11
H 4.973 -2.834 -0.509  0.12
H 3.746 -3.466 1.444  0.12
H 1.678 -3.426 2.795  0.11
H -0.281 -2.169 2.013  0.08
O 0.738 1.374 -0.069  -0.66
S 2.120 1.622 0.490  1.07
C 2.218 3.397 0.649  -0.38
C 3.366 3.946 1.205  -0.07
C 3.462 5.322 1.318  -0.06
C 2.424 6.130 0.867  -0.06
C 1.292 5.566 0.300  -0.06
C 1.182 4.186 0.184  -0.07
C 2.030 1.147 2.201  -0.38
C 1.131 1.753 3.073  -0.06
C 1.024 1.269 4.363  -0.06
C 1.807 0.192 4.771  -0.06
C 2.697 -0.406 3.893  -0.07
C 2.808 0.070 2.593  -0.09
H 4.171 3.308 1.553  0.12
H 4.346 5.766 1.753  0.11
H 2.504 7.205 0.955  0.11
H 0.492 6.199 -0.060  0.11
H 0.316 3.721 -0.267  0.10
H 0.538 2.598 2.743  0.12
H 0.338 1.734 5.059  0.11
H 1.719 -0.181 5.783  0.11
H 3.303 -1.242 4.215  0.11
H 3.487 -0.395 1.888  0.11


4.
This record from OMol25 describes a structure of composition C34H28GeMoN2O4 in a non-equilibrium geometry. The level of theory is the ωB97M-V functional and the def2-TZVPD basis.

Gap between HOMO and LUMO = 0.293 Ha
Largest force on an atom = 0.02626 Eh/bohr
HOMO = -8.33 eV

Each line ends with the Löwdin charge.
CARTESIAN COORDINATES (ANGSTROEM)
Mo -0.456 0.764 1.726  1.64
C 2.872 2.805 -0.036  -0.05
O 3.443 3.182 1.216  -0.06
C 3.273 2.475 2.358  -0.21
C 4.112 2.842 3.400  0.00
C 4.058 2.235 4.646  -0.08
C 3.139 1.235 4.874  -0.05
C 2.250 0.873 3.859  -0.15
C 1.246 -0.138 4.154  -0.05
N 0.047 -0.048 3.735  -0.09
N -0.781 -1.127 4.076  0.09
C -1.471 -1.542 3.076  -0.41
O -1.401 -1.001 1.850  -0.23
C -2.340 -2.726 3.227  -0.15
C -2.983 -3.235 2.104  -0.02
C -3.801 -4.348 2.224  -0.08
C -3.979 -4.950 3.460  -0.09
C -3.337 -4.438 4.581  -0.08
C -2.517 -3.330 4.470  -0.03
C 2.316 1.465 2.590  -0.23
O 1.496 1.067 1.582  -0.30
H 3.289 3.504 -0.755  0.09
H 1.786 2.878 -0.038  0.08
H 3.167 1.789 -0.292  0.09
H 4.825 3.631 3.194  0.12
H 4.733 2.552 5.429  0.10
H 3.069 0.748 5.838  0.11
H 1.541 -0.993 4.761  0.14
H -2.835 -2.755 1.147  0.11
H -4.301 -4.746 1.350  0.10
H -4.619 -5.818 3.553  0.10
H -3.478 -4.908 5.546  0.10
H -2.012 -2.920 5.333  0.11
C -0.770 1.072 -0.068  -0.38
Ge -0.384 0.551 -1.889  0.95
C 0.637 2.021 -2.685  -0.28
C 1.896 1.822 -3.245  -0.11
C 2.603 2.883 -3.799  -0.09
C 2.056 4.156 -3.797  -0.09
C 0.800 4.369 -3.245  -0.09
C 0.098 3.308 -2.694  -0.11
C 0.635 -1.112 -1.993  -0.27
C 0.136 -2.221 -2.673  -0.10
C 0.858 -3.406 -2.733  -0.08
C 2.093 -3.500 -2.108  -0.09
C 2.602 -2.407 -1.420  -0.08
C 1.875 -1.227 -1.366  -0.12
C -2.095 0.311 -2.803  -0.28
C -3.305 0.390 -2.117  -0.10
C -4.512 0.222 -2.783  -0.09
C -4.523 -0.029 -4.146  -0.09
C -3.326 -0.110 -4.844  -0.09
C -2.123 0.061 -4.176  -0.12
H -1.557 1.837 0.088  0.00
H 2.332 0.829 -3.254  0.09
H 3.581 2.712 -4.232  0.10
H 2.606 4.984 -4.228  0.10
H 0.368 5.362 -3.244  0.10
H -0.884 3.487 -2.267  0.10
H -0.832 -2.165 -3.159  0.09
H 0.453 -4.257 -3.265  0.10
H 2.656 -4.423 -2.153  0.10
H 3.562 -2.475 -0.923  0.10
H 2.273 -0.383 -0.816  0.08
H -3.309 0.579 -1.049  0.09
H -5.444 0.286 -2.234  0.10
H -5.463 -0.160 -4.666  0.10
H -3.330 -0.302 -5.910  0.10
H -1.194 0.004 -4.735  0.11
O -1.417 1.909 2.394  -0.42